1.
C28H44BrN3P2V as an isolated structure. Source: the OMol25 dataset; level of theory: wB97M-V/def2-TZVPD.

## Properties
Net charge = +2
LUMO level (spin up / spin down) = -5.53 / -8.60 eV
HOMO-LUMO gap (spin up / spin down) = 7.573 / 5.408 eV
HOMO level (spin up / spin down) = -13.10 / -14.01 eV
Energy relative to the best compared isomer or geometry (same formula, charge and spin) = 6.0027 eV
2S+1 = 4

XYZ file:
```
79
Properties=species:S:1:pos:R:3:forces:R:3
C 0.48477 4.08844 -1.81767 -0.01 0.42 -0.34
C 0.34923 2.77523 -2.27012 -1.11 0.72 0.54
C 0.12513 2.53462 -3.63374 0.05 0.30 0.17
C -0.00829 3.66445 -4.45665 0.24 -0.62 0.34
N 0.09983 4.90825 -4.01038 0.01 0.29 -0.64
C 0.37166 5.12960 -2.73678 0.23 -0.48 0.52
C 0.12843 1.76113 -1.23906 -1.64 0.21 0.97
C -0.83363 1.70284 -0.23902 -0.70 4.35 -2.29
C -1.99525 2.24485 0.38818 1.29 -0.02 -0.70
C -1.87867 2.84803 1.65760 -0.12 -0.07 1.05
C -2.97796 2.90656 2.49705 0.63 0.18 0.16
C -4.22366 2.38449 2.07027 0.97 0.06 -0.42
C -4.40478 2.05599 0.71327 0.79 -0.25 -0.34
C -3.29586 2.06772 -0.14875 -1.13 -0.54 0.55
V 0.15588 0.09384 -0.36595 3.01 -0.97 -0.61
P 2.26200 -0.51412 0.28934 0.54 -0.16 0.72
H -0.00858 1.52731 -4.04041 0.08 0.36 0.18
H 0.60379 4.29857 -0.75707 0.06 -0.05 -0.19
H -0.21007 3.53782 -5.51752 -0.02 0.06 0.12
H 0.48520 6.16198 -2.41609 -0.09 -0.08 -0.11
H -3.38690 1.88296 -1.21861 -0.18 -0.21 0.34
H -0.88092 3.18458 1.97642 -0.58 -0.22 0.02
H -5.37361 1.65940 0.42048 0.13 0.42 -0.31
H -2.84696 3.27510 3.52340 -0.26 -0.09 -0.55
C 2.40546 -2.09379 1.24476 -0.02 0.13 -0.33
C 3.27969 -3.18407 0.62662 0.27 -0.52 0.26
H 1.38992 -2.45412 1.45763 0.25 0.08 -0.10
H 2.80592 -1.77452 2.21386 0.05 -0.10 -0.10
H 3.19396 -4.08714 1.25406 0.12 0.25 -0.31
H 2.98798 -3.47172 -0.39851 0.05 0.20 0.43
H 4.34296 -2.89753 0.61589 -0.43 -0.09 -0.09
C 2.48764 -0.66295 -1.52552 0.76 -0.12 0.11
C 3.33807 0.48288 -2.11911 -0.09 0.10 -0.16
H 1.48862 -0.60944 -2.02938 0.18 -0.21 0.13
H 2.91327 -1.66261 -1.70452 -0.22 0.33 -0.38
H 3.44893 0.32124 -3.20237 0.06 0.08 0.40
H 2.82763 1.45419 -1.98483 0.25 -0.44 -0.01
H 4.33723 0.54999 -1.65903 -0.40 -0.13 -0.26
C 3.55578 0.52213 1.03085 -0.05 0.27 -0.18
C 4.90587 -0.19241 1.16058 0.14 0.26 0.10
H 3.15278 0.82446 2.01708 0.25 -0.09 -0.38
H 3.62072 1.43990 0.42286 0.05 -0.28 0.28
H 5.64563 0.52988 1.52013 -0.02 -0.23 -0.04
H 4.85553 -1.01637 1.88305 0.08 0.22 -0.19
H 5.26153 -0.58976 0.19965 -0.11 0.12 0.25
Br -5.52683 2.03922 3.32695 -0.29 0.09 0.08
P -1.12479 -1.69187 -0.82382 -0.97 -0.96 -0.27
C 0.10918 -3.05817 -1.12537 -0.20 -0.43 -0.32
C -0.30711 -4.50984 -1.35130 0.15 -0.30 -0.28
H 0.80705 -3.05277 -0.26191 -0.75 0.34 -0.45
H 0.71177 -2.71285 -1.98201 -0.25 -0.08 0.19
H 0.60877 -5.12043 -1.37535 -0.29 0.12 0.00
H -0.93801 -4.91790 -0.55657 0.03 0.20 -0.10
H -0.80111 -4.64926 -2.31573 -0.09 0.02 0.17
C -2.36802 -2.04794 0.47746 -0.34 -0.31 0.20
C -3.57405 -2.92937 0.14812 -0.11 -0.04 0.11
H -2.74543 -1.06772 0.82438 0.35 -0.22 -0.25
H -1.84702 -2.48034 1.35012 0.12 0.18 -0.44
H -4.10987 -3.10553 1.09183 0.02 -0.08 -0.36
H -4.26667 -2.42966 -0.53731 0.16 -0.13 0.03
H -3.28798 -3.89713 -0.27551 -0.08 0.17 0.07
C -1.91630 -0.62393 -2.16875 -0.04 0.13 -1.07
C -2.44741 -0.93818 -3.58851 -0.13 -0.24 0.01
H -1.13338 0.15845 -2.32295 -0.50 -0.72 -0.09
H -2.70647 -0.06036 -1.63949 0.32 -0.54 0.15
H -2.65849 0.02145 -4.09005 0.11 -0.30 0.24
H -1.74333 -1.47728 -4.22474 0.14 0.04 0.20
H -3.37793 -1.50809 -3.60800 0.07 -0.01 0.23
C 1.04910 -0.47281 4.47383 0.17 -0.16 -0.42
N -0.18633 0.07238 3.87718 -0.32 0.20 0.77
C -0.98456 1.04616 4.63782 -0.56 0.31 -0.13
C -0.38870 -0.04104 2.60584 1.32 -0.25 -2.32
N -0.24956 -0.16776 1.43919 -1.49 -0.15 4.85
H 0.97534 -0.25461 5.53864 0.33 -0.13 -0.14
H 1.96462 -0.03716 4.02288 -0.55 0.02 0.38
H 1.08242 -1.55468 4.31191 -0.05 0.16 0.17
H -0.73591 2.08284 4.33528 0.17 -0.50 0.46
H -2.04862 0.91034 4.38046 0.40 -0.10 0.34
H -0.82026 0.86796 5.71362 -0.17 0.23 -0.58
```
Forces are in eV/Å.

***

2.
C28H44Cl3CrN4O3SeSi as an isolated structure. Source: the OMol25 dataset; level of theory: wB97M-V/def2-TZVPD.

## Properties
Net charge = -1
LUMO level (spin up / spin down) = 2.51 / 2.51 eV
HOMO-LUMO gap (spin up / spin down) = 5.014 / 7.115 eV
HOMO level (spin up / spin down) = -2.50 / -4.61 eV
2S+1 = 5

XYZ file:
```
85
Properties=species:S:1:pos:R:3:forces:R:3
C -6.96951 3.14061 -1.17153 0.25 0.38 0.28
C -7.75793 2.26966 -2.08850 -0.39 -0.10 -0.87
H -6.84900 4.14834 -1.58380 0.06 -0.13 0.05
H -5.98156 2.70990 -0.97859 -0.18 0.11 -0.01
H -7.48387 3.26547 -0.20731 0.09 -0.11 -0.13
C -8.76545 2.73457 -2.84640 0.25 -0.35 0.67
C -9.23921 4.15307 -2.84028 -0.27 0.50 -0.24
H -9.35348 2.06521 -3.46886 0.22 0.02 0.18
H -8.41614 4.86482 -3.01261 -0.27 -0.15 0.06
H -9.74176 4.44967 -1.90453 0.24 -0.16 -0.16
H -9.98390 4.28044 -3.64029 0.27 0.15 0.19
Cr -1.51872 -0.13352 -0.22055 1.10 1.77 -0.78
Cl -0.64837 -1.26788 1.55617 0.72 -1.09 1.71
Cl -3.64236 -0.30047 0.46965 -2.35 -0.52 0.46
C -2.13168 -2.81478 -0.73757 0.78 1.47 -0.63
O -1.56232 -1.82892 -1.29434 -1.05 -2.36 0.69
N -2.31455 -3.96571 -1.38817 -0.20 -0.15 -0.33
C -1.95024 -4.01407 -2.79842 0.05 0.16 0.11
C -3.30155 -4.92816 -0.91327 -0.19 0.16 0.40
H -2.49794 -2.76197 0.29435 0.09 0.07 -0.20
H -0.88297 -3.80330 -2.91113 -0.20 0.02 -0.02
H -2.52009 -3.26852 -3.36790 0.14 -0.17 0.02
H -2.17224 -5.01703 -3.15393 0.05 0.02 -0.17
H -3.22559 -5.02527 0.18009 -0.02 0.04 -0.36
H -3.11293 -5.90495 -1.37089 0.01 0.21 0.14
H -4.32984 -4.60502 -1.15883 0.36 -0.17 0.01
H -0.01137 4.60729 -1.03557 -0.10 -0.06 -0.22
H -2.80589 3.47605 -2.26951 0.22 -0.09 -0.11
C 0.13614 4.31689 -2.08705 0.26 -0.10 0.33
C -2.01841 3.47873 -3.03764 0.20 0.08 0.09
N -0.70487 3.19456 -2.46167 -0.56 -0.04 -0.45
H 1.18882 4.03397 -2.21800 -0.22 0.17 0.01
C -0.43000 1.99344 -1.94519 -0.18 -1.37 0.61
O -1.07990 0.92475 -2.11105 1.64 2.31 -0.30
H -2.25478 2.73774 -3.80262 0.02 0.15 0.08
H 0.48180 1.98586 -1.31837 -0.26 0.06 -0.46
H -0.09168 5.16824 -2.73346 0.11 -0.15 0.08
H -1.96183 4.47173 -3.49562 -0.14 -0.22 0.00
O -5.92892 0.71612 -2.31747 -0.31 -0.09 -0.69
C -7.33186 0.80669 -2.06783 0.21 0.11 0.09
C -8.32438 0.10391 -4.32721 -0.24 -0.53 0.08
C -8.19783 -0.08721 -2.94485 -0.09 0.32 0.36
H -7.86668 0.98176 -4.79961 0.01 -0.63 0.16
C -9.07996 -0.81574 -5.07389 0.03 0.42 0.19
H -7.45244 0.50045 -1.01520 -0.13 -0.20 -0.20
C -8.93807 -1.07984 -2.29763 -0.06 0.08 -0.54
H -9.13242 -0.70465 -6.16399 -0.06 -0.09 0.47
C -9.78632 -1.83293 -4.42506 0.13 -0.24 -0.04
C -9.73213 -1.95612 -3.03263 -0.03 0.18 -0.09
H -8.89974 -1.11610 -1.21201 0.06 -0.21 -0.15
H -10.37360 -2.55195 -5.00761 0.20 0.34 0.20
H -10.31491 -2.71851 -2.51401 0.15 0.14 -0.22
Si -5.02251 -0.39607 -3.20800 -0.32 0.82 0.03
Cl -1.52644 2.15902 0.54702 0.27 0.36 0.39
C -5.27668 -0.16366 -5.04587 -0.29 -0.29 -0.49
C -5.51872 -2.12200 -2.71728 -0.03 -0.25 -0.01
C -3.27016 0.06551 -2.94506 -0.80 -0.35 0.19
H -6.21008 -0.60945 -5.40585 0.24 0.09 -0.14
H -4.43397 -0.67182 -5.54709 -0.24 0.23 0.07
H -5.26154 0.90310 -5.31970 0.05 -0.30 0.07
H -3.05087 1.07519 -3.31643 -0.24 -0.58 0.15
H -2.55676 -0.65354 -3.37265 -0.19 0.29 0.17
H -3.19519 0.05241 -1.84878 0.19 0.18 -0.55
H -6.58808 -2.26902 -2.92390 0.27 -0.10 0.04
H -5.33628 -2.28162 -1.64584 0.02 0.03 -0.20
H -4.94459 -2.85028 -3.30978 -0.14 0.05 0.18
C 3.77501 1.46051 0.08664 0.14 0.08 0.01
N 3.45782 0.23293 0.77490 0.07 -0.30 0.39
C 2.42166 -0.60593 0.43454 0.64 -0.13 0.46
Se 1.35835 -0.40335 -1.02596 0.77 -0.41 0.06
N 2.44395 -1.60239 1.38011 0.26 0.02 -0.15
C 3.47447 -1.40871 2.29422 -0.37 -0.43 0.13
C 3.89677 -2.13521 3.40926 0.25 0.37 -0.10
C 5.00347 -1.63656 4.12054 -0.20 0.16 -0.30
C 5.64949 -0.44681 3.72986 -0.32 -0.11 -0.34
C 5.21953 0.26604 2.59933 -0.21 -0.44 0.21
C 4.12615 -0.24813 1.90772 0.10 0.78 -0.40
H 3.72796 1.28518 -0.98913 -0.04 0.06 0.07
H 4.79008 1.75548 0.37045 -0.20 0.00 -0.11
H 3.07128 2.25933 0.35447 0.10 -0.20 -0.07
H 1.68067 -2.26591 1.47486 -0.11 0.39 -0.12
H 3.36636 -3.04157 3.69001 0.21 0.14 0.09
H 5.37995 -2.16871 4.99546 -0.20 0.11 -0.25
H 6.48783 -0.07566 4.31626 -0.15 -0.10 -0.15
H 5.68644 1.18076 2.24771 0.08 -0.13 0.29
```
Forces are in eV/Å.

***

3.
C28H44Cl5CoF16O10 as an isolated structure. Source: the OMol25 dataset; level of theory: wB97M-V/def2-TZVPD.

## Properties
Net charge = +1
LUMO level (spin up / spin down) = -3.17 / -3.91 eV
HOMO-LUMO gap (spin up / spin down) = 8.906 / 8.163 eV
HOMO level (spin up / spin down) = -12.08 / -12.08 eV
2S+1 = 4

XYZ file:
```
104
Properties=species:S:1:pos:R:3:forces:R:3
Co 0.48926 1.79741 1.40595 -0.41 -0.57 0.83
Cl -0.26945 -0.69491 0.77136 -0.44 -1.04 0.04
O -1.43636 -1.05749 0.04648 0.16 0.41 0.25
O -0.59629 0.13352 1.96628 -0.49 -0.60 -0.20
O 0.48854 -1.83535 1.13798 -0.23 -0.05 0.07
O 0.57426 0.21952 -0.00442 0.60 0.74 -0.53
C -0.77345 -5.39118 0.46465 0.52 0.10 0.56
C -2.10938 -5.86571 0.96269 0.33 -0.59 -0.72
C -2.96262 -4.72828 1.44207 -1.35 0.60 -0.95
F -4.14956 -5.17419 1.90549 0.25 -0.11 0.21
F -2.32526 -4.03773 2.40437 0.29 0.10 0.64
F -2.72761 -6.50614 -0.06636 -0.32 0.26 0.08
F -1.93128 -6.77352 1.91938 0.19 -0.40 0.94
O -1.05240 -4.60079 -0.67262 -0.07 0.20 0.23
C -0.13583 -4.67632 -1.64663 -0.51 0.14 -0.28
C -0.56406 -3.68648 -2.71260 -0.06 0.37 -0.82
F 0.20176 -3.87574 -3.83124 -0.59 0.16 0.60
F -1.88306 -3.89486 -3.01693 0.89 0.13 -0.02
F 1.09087 -4.32107 -1.17932 0.28 -0.19 -0.15
F -0.06190 -5.91537 -2.14880 0.43 -0.24 -0.02
H -0.15964 -6.26429 0.25315 -0.05 -0.06 -0.22
H -0.26028 -4.77534 1.20713 -0.11 -0.12 0.07
H -3.16289 -4.04304 0.60961 0.03 -0.08 0.05
H -0.42800 -2.66472 -2.34083 -0.14 -0.06 -0.23
C 4.62504 0.28990 -2.20186 -0.07 0.03 0.85
C 3.60600 0.84740 -3.15097 -0.59 -0.61 -0.62
C 4.21732 1.82362 -4.13972 -0.88 1.40 0.02
F 4.84829 2.81128 -3.41596 -0.05 -0.52 -0.30
F 5.09118 1.22435 -4.94642 0.31 -0.21 0.12
F 3.03808 -0.17234 -3.89900 0.34 1.01 0.72
F 2.57297 1.48797 -2.45862 1.03 -0.63 -0.70
O 3.98250 -0.83063 -1.61634 0.42 -0.54 0.72
C 4.55323 -1.29578 -0.48846 1.17 0.75 0.16
C 4.03405 -2.70737 -0.23368 -1.32 0.44 -0.29
F 4.38289 -3.51048 -1.25732 0.13 0.14 0.31
F 4.51135 -3.16221 0.91712 0.67 -0.44 0.66
F 5.96903 -1.29600 -0.54898 -2.31 0.24 0.24
F 4.18569 -0.45405 0.59252 0.78 -0.99 -1.00
H 4.85253 1.04720 -1.44360 -0.05 -0.03 -0.15
H 5.56085 -0.04351 -2.64541 -0.14 0.23 -0.50
H 3.42707 2.30118 -4.73732 0.21 -0.12 0.07
H 2.93422 -2.66009 -0.13999 0.28 -0.08 -0.30
C -0.44014 1.58350 -4.41328 0.26 -1.49 0.48
C -1.24677 0.99993 -5.59218 -0.44 1.47 -1.10
C -1.58535 -0.44947 -5.23387 0.06 0.19 0.13
O -1.40482 -0.52692 -3.80571 -0.21 0.41 -0.37
C -0.30657 0.34651 -3.49231 -0.49 -0.58 0.04
H -0.95582 2.36506 -3.86070 -0.05 0.19 -0.23
H 0.57567 1.88692 -4.66115 -0.16 0.37 -0.27
H -0.76746 1.21882 -6.55869 0.46 -0.90 0.31
H -2.16783 1.56646 -5.80872 0.01 -0.16 0.82
H -0.97537 -1.19127 -5.76544 0.13 0.13 0.24
H -2.63143 -0.66164 -5.45409 0.03 -0.15 0.09
H 0.57695 -0.28048 -3.65218 0.35 0.63 -0.07
H -0.37685 0.60741 -2.43421 0.04 -0.16 -0.01
C -1.58626 3.53562 4.77157 0.25 -0.78 -0.47
C -0.42432 4.52472 4.68166 0.11 -0.02 0.01
C 0.12810 4.26578 3.27041 -1.09 0.57 0.96
O -0.09093 2.86205 3.03243 0.24 0.53 0.02
C -1.05376 2.32594 3.98792 -0.34 -0.21 0.26
H -2.49832 3.89929 4.29404 0.11 0.18 0.07
H -1.82655 3.20455 5.77870 -0.03 0.26 0.09
H 0.32109 4.33902 5.45832 -0.01 -0.13 -0.11
H -0.74737 5.55842 4.78945 0.01 0.01 -0.03
H 1.17645 4.52216 3.17872 0.16 -0.12 -0.24
H -0.50851 4.86021 2.60747 0.35 -0.18 -0.44
H -0.57239 1.58629 4.63662 0.32 0.26 -0.13
H -1.80992 1.77744 3.43230 -0.11 0.15 -0.05
C -3.19617 3.52166 -0.02758 -0.28 0.74 0.15
C -2.23120 4.20103 -1.03354 -0.47 -0.71 0.27
C -0.87501 3.54337 -0.75523 -0.04 0.58 -0.09
O -1.08044 2.61641 0.33819 0.45 0.30 0.01
C -2.49159 2.25935 0.39262 -0.13 -0.05 0.05
H -4.20611 3.36246 -0.40331 0.19 -0.31 -0.41
H -3.39101 4.15998 0.84309 0.45 -0.04 -0.02
H -2.17277 5.26842 -0.85866 -0.12 0.13 -0.22
H -2.57962 3.98182 -2.04008 0.16 0.23 -0.12
H -0.16616 4.31560 -0.44296 0.14 -0.29 0.20
H -0.45377 3.02831 -1.61876 -0.10 -0.21 0.04
H -2.76285 2.01642 1.41563 0.29 -0.36 0.03
H -2.64770 1.40487 -0.26687 -0.12 0.03 0.01
C 3.41142 -0.36141 3.96157 0.32 -0.57 -1.02
C 3.96358 1.04911 3.74454 -0.07 -0.28 -0.05
C 2.68949 1.86043 3.65438 0.09 -0.01 0.89
O 1.81078 1.02970 2.86118 0.27 0.35 -0.86
C 2.18291 -0.37831 3.04517 0.01 -0.19 0.69
H 3.16018 -0.64875 4.97998 -0.03 0.48 0.15
H 4.12482 -1.11090 3.60340 -0.07 0.09 0.09
H 4.45275 1.09598 2.76588 0.05 -0.08 0.12
H 4.69147 1.34641 4.49426 -0.20 0.23 0.14
H 2.83219 2.85863 3.23938 -0.20 -0.19 -0.43
H 2.20666 1.98409 4.63343 0.16 0.00 -0.04
H 2.35995 -0.83663 2.07984 0.19 0.29 -0.04
H 1.34334 -0.89645 3.50547 -0.10 0.15 -0.03
C -4.12205 -1.32618 -2.48885 -0.84 0.07 0.06
Cl -4.85102 -0.33912 -1.18507 0.21 0.01 0.14
Cl -5.39222 -2.28323 -3.27167 0.30 -0.01 0.02
H -3.71138 -0.63764 -3.20239 0.24 0.06 -0.17
H -3.37865 -1.97639 -2.06068 0.14 -0.13 0.04
C -4.00280 -1.20710 2.66157 0.00 -0.54 0.45
Cl -4.29868 0.42453 3.29137 -0.04 0.16 -0.22
Cl -5.20826 -2.35645 3.25016 -0.06 0.12 -0.09
H -4.00426 -1.23406 1.58125 -0.08 0.33 -0.14
H -3.05498 -1.53064 3.06336 0.22 0.01 -0.06
```
Forces are in eV/Å.

***

The highest 2S+1 belongs to which entry?
C28H44Cl3CrN4O3SeSi

***

What is the 2S+1 in the third record?
4